Here is the molecule C4H6FN from OMol25. Energies are from ωB97M-V/def2-TZVPD.

Structure (XYZ):
```
12
Properties=species:S:1:pos:R:3:forces:R:3
C -0.274 -0.115 0.303 3.875 -0.162 1.307
C 1.791 -0.567 -0.851 4.909 -1.913 -3.868
C -1.191 -0.940 -0.227 -1.808 -1.605 -2.406
C -0.497 1.208 0.975 -0.669 -0.623 0.166
N 1.109 -0.466 0.189 -7.716 2.420 3.997
F -2.482 -0.550 -0.543 1.324 0.142 0.808
H 2.808 -0.982 -0.660 -0.790 0.255 -1.008
H 1.366 -0.268 -1.804 0.491 0.028 -0.032
H -1.007 -1.885 -0.794 0.257 0.889 1.000
H -0.902 1.907 0.242 0.077 0.142 0.114
H 0.461 1.522 1.350 0.245 0.361 -0.017
H -1.183 1.134 1.818 -0.194 0.067 -0.060
```
Forces are in eV/Å.

## Properties
2S+1	3
E_HOMO (alpha / beta)	-5.26 / -10.33	eV
electronic energy	-310.4366	hartree